Below is 2 unconnected molecules or ions with the total composition C5H14 in a non-equilibrium geometry, with properties calculated with ωB97M-V with the def2-TZVPD basis set.

Values from the calculation:
SMILES = CCC.CC
Electronic energy = -5410.3362 eV
Net charge = 0
HOMO = -11.015 eV

XYZ file:
```
19
Properties=species:S:1:pos:R:3:forces:R:3:nbo_charge:R:1
C 1.266079 -0.509726 -1.747203 1.684 0.264 -2.136 -0.602
C 0.061944 -1.231223 -1.219272 0.226 -0.732 1.020 -0.414
C 0.699022 -2.308559 -0.209590 -1.854 0.707 -0.667 -0.617
H 2.004961 -1.278921 -2.357479 -1.801 2.001 1.664 0.198
H 1.808342 -0.000827 -0.955338 0.431 -0.354 0.262 0.197
H 1.038534 0.339211 -2.421815 -0.115 -0.604 -0.095 0.205
H -0.645074 -0.576854 -0.616194 0.748 -0.615 -1.144 0.207
H -0.413273 -1.662751 -2.130894 -0.230 -0.021 1.125 0.202
H 1.746043 -2.074620 -0.184083 0.676 -0.746 -0.293 0.205
H 0.400247 -2.077366 0.825342 -0.424 -0.485 -0.370 0.206
H 0.407299 -3.330414 -0.543485 0.645 0.616 0.657 0.215
C -1.459847 2.212538 0.917821 -3.919 -1.239 1.393 -0.609
C -0.549750 1.425613 1.786493 0.323 2.724 1.735 -0.626
H -0.964208 2.864565 0.315244 1.172 1.633 -2.198 0.206
H -2.339212 1.652128 0.427171 1.941 0.370 0.016 0.205
H -2.099684 2.842513 1.576988 0.627 -0.069 -0.170 0.205
H 0.399056 1.081112 1.557400 1.807 -0.396 -1.610 0.209
H -0.986597 0.660867 2.251738 -2.274 -3.675 1.186 0.207
H -0.373884 1.972714 2.727154 0.336 0.623 -0.376 0.202
```
Positions in Å, forces in eV/Å.